Record 1
A 2-piece molecular cluster, C5H15N2O overall. Source: OMol25; level of theory: wB97M-V/def2-TZVPD.

Properties
HOMO energy	-13.00	eV
LUMO level	-3.000	eV
energy	-384.0010	hartree
molecular weight	119.19	g/mol
charge	+1
energy relative to the best compared isomer or geometry (same formula, charge and spin)	131.3	kJ/mol

Geometry (Å):
C (1.34, 0.10, 0.46)
O (0.83, 0.26, -0.89)
C (2.40, -0.97, 0.54)
C (2.96, -1.13, 1.95)
H (1.74, 1.05, 0.81)
H (0.48, -0.14, 1.10)
H (1.29, 1.02, -1.27)
H (2.02, -1.92, 0.18)
H (3.20, -0.68, -0.13)
H (2.18, -1.35, 2.68)
H (3.70, -1.92, 1.93)
H (3.48, -0.24, 2.28)
C (-2.34, 1.33, -1.05)
C (-2.65, 0.06, -0.79)
N (-1.60, -0.98, -0.83)
N (-3.24, 2.37, -1.13)
H (-1.33, 1.60, -1.34)
H (-3.61, -0.33, -0.53)
H (-1.81, -1.69, -1.53)
H (-0.64, -0.58, -1.03)
H (-1.48, -1.39, 0.09)
H (-4.07, 2.26, -0.55)
H (-2.82, 3.27, -0.96)

=====

Record 2
C9H25IN2Ni as an isolated structure. Source: OMol25; level of theory: wB97M-V/def2-TZVPD.

Properties
HOMO energy (spin up / spin down)	-6.61 / -7.68	eV
LUMO level (spin up / spin down)	0.500 / -0.561	eV
energy	-2273.2468	hartree
molecular weight	346.91	g/mol
energy relative to the best compared isomer or geometry (same formula, charge and spin)	271.1	kJ/mol
spin multiplicity	3

Geometry (Å):
C (1.21, 2.01, 1.69)
C (1.94, 1.45, 0.39)
H (0.47, 2.75, 1.35)
H (1.95, 2.51, 2.32)
H (0.63, 1.32, 2.35)
H (1.37, 1.64, -0.52)
H (2.89, 1.99, 0.32)
H (2.26, 0.37, 0.38)
Ni (1.30, 0.11, 1.57)
C (2.30, -1.61, 1.54)
H (3.00, -1.57, 0.68)
H (1.83, -2.60, 1.57)
H (2.89, -1.48, 2.47)
I (-0.33, -1.24, 2.68)
C (-1.49, 2.07, -0.59)
N (-1.77, 0.84, 0.13)
C (-2.65, 1.05, 1.25)
C (-2.11, -0.31, -0.66)
C (-1.11, -0.66, -1.76)
N (0.12, -1.24, -1.28)
C (0.01, -2.62, -0.85)
C (1.25, -1.03, -2.15)
H (-1.19, 2.84, 0.14)
H (-2.36, 2.44, -1.15)
H (-0.66, 1.93, -1.29)
H (-3.67, 1.32, 0.93)
H (-2.68, 0.14, 1.86)
H (-2.26, 1.86, 1.87)
H (-2.24, -1.16, 0.02)
H (-3.08, -0.14, -1.18)
H (-1.63, -1.38, -2.42)
H (-0.87, 0.23, -2.36)
H (-0.26, -3.30, -1.68)
H (0.98, -2.94, -0.44)
H (-0.73, -2.71, -0.05)
H (1.37, 0.05, -2.34)
H (2.16, -1.39, -1.66)
H (1.15, -1.55, -3.12)